1.
Entry from OMol25: C4H7N3O in the gas phase in a non-equilibrium geometry (ωB97M-V/def2-TZVPD).

Calculated values
2S+1 ... 1
Net charge ... 0
Structure (SMILES) ... [H]/N=C(\N=C/N)C(C)=O
Largest force on an atom ... 3.83 eV/Å
HOMO-LUMO gap ... 9.5 eV
Energy ... -396.07370 a.u.

The geometry in XYZ format:
```
15
C4H7N3O ωB97M-V/def2-TZVPD
O 0.310 -1.572 -0.147
N 0.708 1.822 -0.677
N -0.958 0.849 0.656
N -2.392 -0.654 -0.511
C -2.082 0.238 0.499
C 0.987 -0.527 0.038
C 2.468 -0.415 0.292
C 0.255 0.782 -0.004
H 2.780 0.236 1.136
H 2.748 -1.434 0.296
H -2.923 0.555 1.066
H -3.151 -1.233 -0.560
H -0.014 2.550 -0.502
H 2.806 -0.066 -0.877
H -1.541 -1.130 -0.704
```



2.
Entry from OMol25: C4H7FOS2 in the gas phase in a non-equilibrium geometry (ωB97M-V/def2-TZVPD).

Calculated values
2S+1 ... 1
Net charge ... 0
Structure (SMILES) ... O[C@H](C=S)[C@@H](F)CS
Largest force on an atom ... 2.31 eV/Å
HOMO-LUMO gap ... 8.4 eV
Energy ... -1128.04123 a.u.

The geometry in XYZ format:
```
15
C4H7FOS2 ωB97M-V/def2-TZVPD
S 1.741 1.165 2.050
S -0.545 0.712 -2.098
F -0.751 -1.899 -0.505
O -1.770 0.237 0.631
C -0.497 -0.214 1.046
C 0.260 1.080 1.442
C 0.735 -0.318 -1.351
C 0.233 -1.007 -0.041
H 1.626 0.294 -1.168
H -2.231 -0.410 0.095
H 1.033 -1.107 -1.999
H -0.465 -0.852 1.957
H -0.359 1.929 1.404
H -0.097 1.955 -1.728
H 1.087 -1.565 0.266
```



3.
Entry from OMol25: a 6-piece molecular cluster, C12H38N2O6 overall in a non-equilibrium geometry (ωB97M-V/def2-TZVPD).

Calculated values
2S+1 ... 1
Net charge ... 0
Structure (SMILES) ... COC[C@H](C)N.COC[C@H](C)N.CCO.CCO.O.O
Largest force on an atom ... 4.06 eV/Å
HOMO-LUMO gap ... 9.6 eV
Energy ... -1040.80444 a.u.

The geometry in XYZ format:
```
58
C12H38N2O6 ωB97M-V/def2-TZVPD
O 0.479 -6.810 4.102
O -6.759 -2.276 5.841
O 2.540 -2.195 -1.782
O 3.728 2.249 -7.977
O -6.088 6.667 -2.781
O 0.032 1.155 0.208
N 3.660 -5.896 5.828
N -0.564 3.527 -1.700
C -7.218 5.916 -2.211
C 5.940 1.187 -7.846
C 0.022 -7.006 2.737
C 1.668 -4.780 5.986
C -0.433 0.407 1.307
C 1.848 -6.512 4.128
C 2.201 -6.184 5.609
C 0.575 3.291 -0.787
C 0.196 2.559 0.539
C 1.411 4.546 -0.553
C -8.252 6.954 -2.430
C 4.783 1.860 -7.131
H -1.042 2.655 -1.879
H -0.790 2.937 0.811
H -0.339 -0.647 1.048
H -7.471 -2.894 5.676
H -0.725 -6.278 2.423
H -0.189 3.700 -2.622
H -0.434 -7.990 2.853
H -8.036 7.718 -3.177
H 1.541 -4.636 7.059
H 0.871 5.361 -0.071
H 1.856 -6.857 6.394
H 1.237 2.583 -1.285
H 2.215 4.356 0.158
H -9.246 6.531 -2.568
H 4.439 1.229 -6.311
H 6.152 1.750 -8.755
H 2.281 -3.937 5.666
H -6.964 5.604 -1.198
H -5.348 6.060 -2.710
H -7.269 4.972 -2.755
H 2.437 -7.369 3.802
H 0.996 2.623 1.275
H 0.268 0.523 2.134
H -6.069 -2.536 5.230
H -8.318 7.484 -1.479
H 3.229 1.439 -8.102
H 1.861 -1.653 -1.380
H 3.922 -4.932 5.679
H 2.026 -5.693 3.432
H 0.653 -4.714 5.593
H 1.757 4.797 -1.555
H 6.925 1.205 -7.379
H 0.844 -6.978 2.022
H 4.279 -6.482 5.286
H 5.126 2.760 -6.621
H -1.449 0.469 1.697
H 5.676 0.195 -8.212
H 3.327 -2.015 -1.268
```